[1]
Computed, not measured: C6H24MnN12O6 as an isolated structure in a non-equilibrium geometry, with wB97M-V/def2-TZVPD.

```
49
Properties=species:S:1:pos:R:3:forces:R:3
Mn -0.095974 0.159614 -0.103682 0.300 0.273 0.016
C 0.788245 -2.270357 2.019755 -0.527 0.041 -0.548
O 0.499794 -1.313042 1.295402 0.581 -0.256 0.307
N 1.004479 -2.156340 3.358749 -0.070 -0.667 -0.172
N 0.860689 -3.543035 1.534846 -0.005 0.872 1.190
H 1.220305 -1.292169 3.815772 -0.348 0.209 -0.172
H 0.746952 -2.951560 3.918103 0.324 0.129 0.308
H 1.195645 -4.207175 2.210381 0.142 -0.569 -0.638
H 0.820448 -3.708033 0.548156 -0.043 -0.158 -0.003
C 2.199566 2.346451 0.981350 0.690 0.277 0.380
O 1.320110 1.528457 0.712108 -0.084 0.243 0.289
N 2.299953 3.577439 0.429832 0.167 -0.114 0.073
N 3.161224 2.068450 1.912477 -0.393 -0.057 -0.300
H 1.726672 3.871970 -0.341541 -0.078 -0.233 -0.077
H 3.095474 4.143896 0.667120 -0.120 0.158 -0.061
H 3.049641 1.242870 2.468772 0.117 -0.087 -0.065
H 3.962441 2.655276 2.055843 -0.038 0.013 0.125
C 1.966030 -1.586772 -1.849111 -0.310 0.423 0.093
O 1.475837 -0.562625 -1.356581 0.295 -0.148 -0.152
N 3.048058 -2.187902 -1.300604 -0.411 -0.106 -0.268
N 1.428831 -2.173846 -2.939884 0.225 -0.747 -0.366
H 3.343181 -1.865627 -0.397808 0.267 0.085 -0.092
H 3.595224 -2.835660 -1.838458 0.163 -0.082 0.257
H 0.711443 -1.753092 -3.502173 0.008 0.432 0.283
H 1.838781 -3.011035 -3.319996 0.033 0.050 0.002
C -2.286870 0.617619 2.276069 -0.402 -0.845 -0.009
O -1.712463 0.515786 1.184749 -0.524 0.614 0.179
N -3.530524 0.107398 2.463970 0.200 0.153 0.352
N -1.713858 1.177878 3.358055 0.531 0.334 0.166
H -3.926699 0.079305 3.387050 -0.174 0.095 -0.088
H -4.025120 -0.358875 1.727915 0.227 -0.097 -0.130
H -2.086560 1.128168 4.289090 -0.283 0.085 -0.113
H -0.929991 1.791202 3.218113 0.109 -0.168 -0.090
C -0.258411 2.744150 -2.128481 -0.396 -0.626 -0.235
O -0.446723 1.714659 -1.480045 -0.294 0.623 -0.240
N -1.278844 3.530161 -2.539486 0.575 0.122 -0.014
N 1.000087 3.146267 -2.487307 0.182 0.285 -0.281
H -2.221217 3.190240 -2.490405 -0.011 0.008 0.142
H -1.073704 4.345039 -3.090863 -0.276 0.037 -0.031
H 1.060007 3.688310 -3.337481 0.092 0.124 0.105
H 1.709676 2.429726 -2.443954 -0.123 -0.125 0.203
C -2.501449 -1.469936 -1.535816 -1.005 -0.059 0.164
O -1.513235 -0.773324 -1.319186 0.100 -0.636 -0.538
N -2.455966 -2.761926 -1.940858 0.052 0.305 0.181
N -3.767510 -0.973635 -1.390751 0.340 -0.153 0.076
H -1.571205 -3.201974 -2.108545 0.025 -0.018 -0.007
H -3.308613 -3.229599 -2.192229 0.163 -0.174 -0.128
H -4.552173 -1.594842 -1.296843 -0.071 0.124 -0.138
H -3.871682 -0.017949 -1.101586 0.078 0.010 0.067
```
Forces are in eV/Å.

Results
- HOMO energy (alpha / beta) (eV) = -14.10 / -15.32
- electronic energy (a.u.) = -2502.44820
- frontier orbital gap (alpha / beta) (eV) = 9.74 / 10.95
- total charge = +2
- <S²> = 8.75
- spin multiplicity = 6

=====

[2]
Computed, not measured: C21H40N3O7P2SSeW as an isolated structure in a non-equilibrium geometry, with wB97M-V/def2-TZVPD.

```
76
Properties=species:S:1:pos:R:3:forces:R:3
W -0.673236 -0.040349 -0.769148 -0.758 0.103 -0.762
N 1.383896 -2.473294 -4.245936 -0.076 -0.091 0.088
C 0.978617 -2.470528 -2.774193 0.192 -0.033 -0.094
C 1.422378 -3.822568 -2.184563 -0.028 0.072 -0.103
P -0.838569 -2.336415 -2.583067 -0.096 -0.168 0.279
O -1.190291 -0.820508 -3.077952 -0.030 0.116 -0.543
O -1.588326 -3.371578 -3.269406 0.121 0.014 0.122
O -0.978645 -2.008069 -1.049298 0.391 0.087 -0.381
P 1.981475 -1.081689 -2.010572 0.014 0.298 -0.111
O 2.196971 -1.527525 -0.511335 -0.005 -0.032 0.215
O 3.202625 -0.970700 -2.811499 -0.327 0.169 -0.252
O 1.008033 0.164748 -1.887785 0.291 -1.076 0.769
H 1.381815 -3.428509 -4.617174 -0.050 0.012 -0.023
H 2.344221 -2.087436 -4.304846 0.059 0.025 0.059
H 0.779707 -1.909777 -4.848105 0.038 0.041 0.005
H 0.901135 -4.639242 -2.688147 0.001 -0.005 0.023
H 1.187441 -3.864366 -1.123980 -0.015 -0.017 0.004
H 2.499366 -3.957191 -2.304096 0.001 0.014 0.016
H -1.821781 -0.786573 -3.816140 -0.069 0.131 0.103
H 3.101124 -1.823123 -0.316443 -0.013 0.012 0.015
C -0.259081 -2.430502 5.017354 -0.029 -0.018 -0.011
C 0.632706 -3.253699 4.084186 0.013 0.036 -0.010
C -0.102441 -4.169035 3.101650 -0.022 -0.001 0.015
C -0.678142 -3.491127 1.863344 -0.156 0.175 -0.005
N -1.777250 -2.548614 2.166680 -0.019 -0.179 -0.034
C -1.738496 -1.214865 2.161175 -0.046 -0.068 0.142
Se -0.227980 -0.199152 1.610782 0.453 0.298 0.181
N -2.865027 -0.716242 2.676171 -0.190 0.077 0.144
C -3.195185 0.689612 2.981292 0.068 -0.209 -0.090
C -4.160264 1.304548 1.982030 -0.027 -0.004 0.034
C -3.584401 1.529911 0.585485 -0.035 0.055 -0.007
C -3.506498 0.306545 -0.329391 -0.064 0.122 -0.089
C -3.695322 -1.786264 3.015786 -0.057 0.315 0.007
C -4.967070 -1.811633 3.589434 0.035 -0.021 -0.013
C -5.507840 -3.059243 3.797736 0.025 -0.110 -0.007
C -4.816593 -4.239915 3.446234 -0.094 0.052 0.046
C -3.560391 -4.209855 2.887427 0.013 0.037 0.008
C -3.011310 -2.942909 2.684595 0.259 -0.171 -0.071
H 0.313978 -2.049369 5.861475 0.020 -0.010 -0.024
H -1.068531 -3.039299 5.426830 0.030 -0.006 -0.006
H -0.710466 -1.558509 4.536995 -0.031 -0.001 -0.060
H 1.268933 -3.887188 4.702473 -0.010 -0.028 -0.006
H 1.322185 -2.602672 3.532551 -0.017 0.009 0.027
H -0.883469 -4.721523 3.629509 -0.010 0.010 -0.028
H 0.586957 -4.924519 2.716686 0.024 0.010 0.031
H -1.081710 -4.215376 1.156065 -0.014 -0.052 0.019
H 0.092338 -2.915421 1.352571 0.033 0.001 -0.042
H -2.261956 1.250094 3.030640 0.023 -0.012 -0.035
H -3.618166 0.683941 3.984628 -0.025 0.027 0.007
H -4.453142 2.272067 2.393414 -0.004 0.004 -0.005
H -5.077132 0.711794 1.927827 0.019 -0.011 -0.019
H -2.611201 2.018063 0.678111 0.028 0.018 -0.056
H -4.224726 2.248609 0.071254 -0.042 -0.005 0.038
H -2.642365 -0.383222 -0.165384 0.134 -0.145 0.334
H -3.523797 0.592064 -1.379314 0.007 -0.040 -0.045
H -4.326160 -0.396448 -0.164577 -0.025 0.016 -0.013
H -5.501979 -0.912700 3.864085 0.011 -0.011 -0.007
H -6.489204 -3.141352 4.244471 0.005 -0.014 -0.004
H -5.289189 -5.195350 3.628408 -0.014 0.012 0.003
H -3.036979 -5.119269 2.627310 -0.001 0.017 0.002
C -2.946145 4.108180 -2.515341 0.006 0.022 0.021
C -1.520832 4.235059 -2.000301 -0.052 -0.012 0.061
S -0.532768 2.816087 -2.456437 -0.008 -0.234 -0.135
O -1.138941 1.729406 -1.444368 0.117 0.253 0.234
C 1.091254 3.286976 -1.838420 -0.052 0.008 0.051
C 1.243060 3.352895 -0.330519 0.067 0.072 0.024
H -3.505006 4.989966 -2.204564 -0.007 -0.011 -0.012
H -3.445993 3.232201 -2.102160 0.013 0.007 0.012
H -2.979345 4.057029 -3.602853 0.019 0.007 0.007
H -1.453492 4.309549 -0.913805 -0.045 0.087 -0.015
H -0.988139 5.076890 -2.450506 -0.062 0.033 -0.010
H 1.214926 4.268949 -2.305968 0.126 -0.023 -0.021
H 1.787210 2.598215 -2.311869 0.008 -0.033 0.032
H 0.679057 4.170135 0.115465 -0.007 -0.009 -0.018
H 2.298331 3.518905 -0.114635 -0.022 0.042 0.033
H 0.960634 2.422974 0.163965 -0.010 -0.057 -0.046
```
Forces are in eV/Å.

Results
- HOMO energy (alpha / beta) (eV) = -16.63 / -16.63
- electronic energy (a.u.) = -5063.88563
- frontier orbital gap (alpha / beta) (eV) = 6.66 / 6.81
- total charge = +3
- <S²> = 2.02
- spin multiplicity = 3

=====

ΔE to the lowest compared entry with this formula, charge and spin values, unit eV, following the record order: 0.069, 0.000.